No. 1
{
  "formula": "C30H29F5N7O3SV",
  "method": "the ωB97M-V functional and the def2-TZVPD basis",
  "elements": ["V", "C", "C", "N", "C", "S", "N", "N", "C", "C", "C", "C", "C", "C", "C", "N", "H", "H", "H", "H", "H", "H", "H", "H", "H", "H", "H", "H", "H", "C", "C", "O", "N", "C", "C", "C", "C", "C", "C", "N", "H", "H", "H", "H", "H", "H", "H", "H", "H", "H", "O", "C", "O", "C", "C", "C", "C", "C", "C", "C", "C", "C", "N", "H", "H", "H", "H", "H", "H", "F", "C", "F", "C", "F", "F", "F"],
  "xyz": [[0.0980, -0.0248, -0.4438], [5.5543, -0.0523, 1.7807], [4.4062, -0.6863, 2.5562], [3.2630, 0.1885, 2.7120], [2.2857, 0.3777, 1.7961], [2.3467, -0.5010, 0.3119], [1.3771, 1.2763, 2.1366], [0.4061, 1.4102, 1.1986], [-0.5334, 2.2601, 1.4282], [-0.5899, 3.0998, 2.6618], [-1.5612, 2.3326, 0.3788], [-2.5640, 3.2837, 0.3318], [-3.4804, 3.2434, -0.7099], [-3.3753, 2.2619, -1.6729], [-2.3337, 1.3543, -1.5737], [-1.4527, 1.3967, -0.5818], [6.3848, -0.7548, 1.6864], [5.2221, 0.2247, 0.7806], [5.9178, 0.8443, 2.2863], [4.0696, -1.5946, 2.0548], [4.7346, -0.9704, 3.5582], [3.2089, 0.7941, 3.5144], [-0.2196, 2.5213, 3.5061], [0.0611, 3.9726, 2.5639], [-1.6031, 3.4393, 2.8661], [-2.6340, 4.0413, 1.0983], [-4.2830, 3.9681, -0.7513], [-4.0929, 2.1625, -2.4722], [-2.2111, 0.5547, -2.2928], [-2.1531, -0.6367, 2.9679], [-1.6214, -1.5135, 1.8779], [-0.7952, -1.0933, 1.0592], [-2.0488, -2.7680, 1.7950], [-1.6039, -3.6278, 0.7141], [-0.1583, -4.0565, 0.8660], [0.6335, -4.2278, -0.2664], [1.9495, -4.6138, -0.0979], [2.4308, -4.8187, 1.1876], [1.5599, -4.6351, 2.2474], [0.2880, -4.2682, 2.1017], [-1.3163, -0.1065, 3.4231], [-2.6974, -1.1988, 3.7247], [-2.8306, 0.0803, 2.5019], [-2.7489, -3.0875, 2.4385], [-1.7291, -3.1045, -0.2343], [-2.2509, -4.5059, 0.7096], [0.2359, -4.0143, -1.2496], [2.5945, -4.7292, -0.9599], [3.4583, -5.1069, 1.3687], [1.8969, -4.7884, 3.2681], [0.3224, -2.5963, -3.4521], [0.3116, -1.5647, -2.7922], [-0.1098, -1.5346, -1.5229], [0.7427, -0.2559, -3.2616], [1.0814, -0.0188, -4.5985], [1.4336, 1.2349, -5.0037], [1.4871, 2.2953, -4.0342], [1.8551, 3.6013, -4.3680], [1.9313, 4.6012, -3.4133], [1.6488, 4.2921, -2.0852], [1.2791, 3.0100, -1.7239], [1.1667, 1.9871, -2.6820], [0.7653, 0.7341, -2.3096], [1.0363, -0.8587, -5.2792], [1.6837, 1.4483, -6.0358], [2.0889, 3.8192, -5.4049], [2.2179, 5.6067, -3.6946], [1.7257, 5.0579, -1.3222], [1.0918, 2.7682, -0.6873], [-3.4640, -1.1733, -0.4109], [-4.6134, -0.3562, -0.1678], [-4.1404, 0.5015, 0.8940], [-5.5159, -1.3045, 0.6026], [-4.9669, -1.9118, 1.7126], [-6.6123, -0.6668, 1.0638], [-5.9414, -2.3189, -0.1756]],
  "atomic_forces_ev_per_a": [[0.2, 0.1, 0.0], [0.0, 0.0, 0.0], [0.0, 0.0, 0.0], [0.0, 0.0, 0.0], [0.0, 0.1, 0.0], [0.0, 0.0, 0.0], [0.0, 0.0, 0.0], [-0.1, 0.0, 0.0], [0.0, 0.0, 0.0], [0.0, 0.0, 0.0], [0.0, 0.0, 0.0], [0.0, 0.0, 0.0], [0.0, 0.0, 0.0], [0.0, 0.0, 0.0], [0.0, 0.0, 0.0], [-0.1, -0.1, 0.0], [0.0, 0.0, 0.0], [0.0, 0.0, 0.0], [0.0, 0.0, 0.0], [0.0, 0.0, 0.0], [0.0, 0.0, 0.0], [0.0, 0.0, 0.0], [0.0, 0.0, 0.0], [0.0, 0.0, 0.0], [0.0, 0.0, 0.0], [0.0, 0.0, 0.0], [0.0, 0.0, 0.0], [0.0, 0.0, 0.0], [0.0, 0.0, 0.0], [0.0, 0.0, 0.0], [-0.1, 0.0, -0.1], [0.1, 0.0, 0.1], [0.1, 0.0, 0.0], [0.0, 0.0, 0.0], [0.0, 0.0, 0.0], [0.0, 0.0, 0.0], [0.0, 0.0, 0.0], [0.0, 0.0, 0.0], [0.0, 0.0, 0.0], [0.0, 0.0, 0.0], [0.0, 0.0, 0.0], [0.0, 0.0, 0.0], [0.0, 0.0, 0.0], [0.0, 0.0, 0.0], [0.0, 0.0, 0.0], [0.0, 0.0, 0.0], [0.0, 0.0, 0.0], [0.0, 0.0, 0.0], [0.0, 0.0, 0.0], [0.0, 0.0, 0.0], [0.0, 0.0, 0.0], [0.0, 0.0, 0.0], [-0.1, 0.0, -0.1], [0.0, 0.0, 0.0], [0.0, 0.0, 0.0], [0.0, 0.0, 0.0], [0.0, 0.0, 0.0], [0.0, 0.0, 0.0], [0.0, 0.0, 0.0], [0.0, 0.0, 0.0], [0.0, 0.0, 0.0], [0.0, 0.0, 0.0], [0.0, 0.0, 0.0], [0.0, 0.0, 0.0], [0.0, 0.0, 0.0], [0.0, 0.0, 0.0], [0.0, 0.0, 0.0], [0.0, 0.0, 0.0], [0.0, 0.0, 0.0], [0.0, 0.1, 0.1], [0.0, 0.0, 0.0], [0.0, 0.0, -0.1], [0.0, 0.0, 0.0], [0.0, 0.0, 0.0], [0.0, 0.0, 0.0], [0.0, 0.0, 0.0]],
  "largest_force_ha_per_bohr": 0.005,
  "de_lowest_kj_mol": 38.05,
  "total_charge": -1,
  "e_homo_ev": [-2.57, -4.29],
  "e_tot_ev": -98269.702,
  "s2": 3.79,
  "spin_multiplicity": 4,
  "gap_ha": [0.1766, 0.2333],
  "lumo_ev": [2.23, 2.05]
}

No. 2
{
  "formula": "C30H29N6O4S2Sc",
  "method": "the ωB97M-V functional and the def2-TZVPD basis",
  "elements": ["Sc", "C", "O", "C", "C", "C", "C", "C", "C", "N", "N", "C", "O", "C", "C", "C", "C", "C", "C", "C", "O", "H", "H", "H", "H", "H", "H", "H", "H", "H", "H", "H", "H", "S", "C", "N", "N", "C", "C", "C", "C", "C", "C", "N", "N", "C", "C", "C", "C", "C", "C", "H", "H", "H", "H", "H", "H", "H", "H", "H", "H", "H", "C", "S", "C", "O", "H", "H", "H", "H", "H", "H"],
  "xyz": [[-0.6267, -0.6939, -0.3029], [3.6880, -0.6297, -0.8467], [3.8545, -2.0410, -0.7348], [3.1644, -2.6771, 0.2533], [3.8470, -3.6320, 0.9857], [3.2242, -4.3581, 1.9956], [1.9039, -4.1003, 2.2934], [1.1877, -3.1378, 1.5701], [-0.1793, -2.8785, 1.9767], [-0.9030, -1.9133, 1.5431], [-2.1900, -1.8286, 2.0804], [-2.7671, -0.7612, 1.6026], [-2.2019, 0.0719, 0.7855], [-4.1959, -0.5239, 1.9461], [-4.8456, 0.5839, 1.4104], [-6.1883, 0.8017, 1.6831], [-6.8870, -0.0858, 2.4891], [-6.2406, -1.1926, 3.0257], [-4.8995, -1.4123, 2.7569], [1.7981, -2.4438, 0.5013], [1.1114, -1.6089, -0.2516], [4.5459, -0.2764, -1.4151], [2.7638, -0.3734, -1.3626], [3.6948, -0.1602, 0.1415], [4.8899, -3.7925, 0.7424], [3.7795, -5.1023, 2.5498], [1.4060, -4.6343, 3.0939], [-0.6081, -3.5288, 2.7394], [-4.2863, 1.2576, 0.7754], [-6.6885, 1.6655, 1.2645], [-7.9349, 0.0848, 2.7013], [-6.7849, -1.8832, 3.6572], [-4.3830, -2.2670, 3.1728], [-1.2571, 0.5103, -2.5322], [-0.3357, 1.9792, -2.3629], [-0.3713, 2.9074, -3.2443], [0.4901, 3.9677, -3.1397], [1.8810, 3.9039, -2.9887], [2.6111, 2.7143, -3.0457], [3.9907, 2.7420, -2.9178], [4.6744, 3.9359, -2.7343], [3.9497, 5.1190, -2.6969], [2.5700, 5.1070, -2.8229], [0.5182, 2.2020, -1.2302], [0.5158, 1.3483, -0.3468], [1.4258, 1.6226, 0.7360], [1.2721, 0.8822, 1.8975], [2.1631, 1.0608, 2.9460], [3.2009, 1.9715, 2.8211], [3.3454, 2.7104, 1.6521], [2.4608, 2.5428, 0.6012], [0.1692, 4.7432, -3.6937], [2.1137, 1.7680, -3.2033], [4.5363, 1.8077, -2.9703], [5.7507, 3.9428, -2.6289], [4.4578, 6.0652, -2.5596], [2.0112, 6.0344, -2.7747], [0.4621, 0.1712, 2.0118], [2.0452, 0.4827, 3.8527], [3.9038, 2.1044, 3.6332], [4.1601, 3.4156, 1.5522], [2.5769, 3.0933, -0.3227], [-4.2009, -3.3379, -0.6778], [-3.4178, -1.9091, -1.3968], [-3.6524, -2.2507, -3.1273], [-1.9303, -2.1815, -1.1730], [-5.2809, -3.2305, -0.7794], [-3.9276, -3.3208, 0.3774], [-3.8404, -4.2469, -1.1569], [-4.7221, -2.2351, -3.3378], [-3.2152, -3.2191, -3.3662], [-3.1531, -1.4527, -3.6744]],
  "atomic_forces_ev_per_a": [[-0.4, 0.0, -0.8], [0.1, 0.0, 0.0], [-0.1, 0.0, -0.1], [0.1, -0.1, 0.1], [0.0, 0.1, -0.1], [0.0, 0.0, 0.1], [0.1, 0.0, -0.1], [0.0, 0.0, 0.0], [0.0, 0.1, 0.1], [0.0, -0.3, 0.1], [0.1, 0.1, 0.0], [-0.2, -0.1, 0.0], [0.1, 0.0, 0.1], [0.0, 0.0, 0.0], [0.0, 0.0, 0.0], [0.0, 0.0, 0.0], [0.0, 0.0, 0.0], [0.0, 0.0, 0.0], [0.0, 0.0, 0.0], [-0.2, 0.1, 0.1], [0.0, 0.1, 0.0], [0.0, 0.0, 0.0], [0.0, 0.0, 0.0], [0.0, 0.0, 0.0], [0.0, 0.0, 0.0], [0.0, 0.0, 0.0], [0.0, 0.0, 0.0], [0.0, 0.0, 0.0], [0.0, 0.0, 0.0], [0.0, 0.0, 0.0], [0.0, 0.0, 0.0], [0.0, 0.0, 0.0], [0.0, 0.0, 0.0], [0.2, -0.1, 0.2], [0.2, -0.2, 0.4], [0.1, 0.2, -0.3], [-0.1, 0.2, 0.3], [0.2, -0.1, -0.1], [0.0, 0.1, -0.1], [0.0, -0.1, 0.0], [0.0, 0.0, 0.0], [0.0, 0.0, 0.0], [-0.1, -0.1, 0.0], [-0.3, 0.4, -0.5], [0.2, -0.3, 0.5], [-0.1, 0.0, -0.1], [0.1, 0.0, 0.1], [0.0, 0.0, 0.0], [0.0, 0.0, 0.0], [0.0, 0.0, 0.0], [0.0, 0.0, 0.0], [0.0, -0.1, -0.1], [0.0, 0.0, 0.0], [0.0, 0.0, 0.0], [0.0, 0.0, 0.0], [0.0, 0.0, 0.0], [0.0, 0.0, 0.0], [0.0, 0.0, -0.1], [0.0, 0.0, 0.0], [0.0, 0.0, 0.0], [0.0, 0.0, 0.0], [0.0, 0.0, 0.0], [-0.1, 0.0, 0.0], [0.2, 0.1, 0.1], [-0.1, -0.1, 0.0], [0.0, 0.2, 0.1], [0.0, 0.0, 0.0], [0.0, 0.0, 0.0], [0.0, 0.0, 0.0], [0.0, 0.0, 0.0], [0.0, 0.0, 0.0], [0.0, 0.0, 0.0]],
  "largest_force_ha_per_bohr": 0.017,
  "de_lowest_kj_mol": 0.00,
  "total_charge": 0,
  "e_homo_ev": -7.26,
  "e_tot_ev": -91084.577,
  "gap_ha": 0.2360,
  "lumo_ev": -0.84
}